Entry 1:
157
Properties=species:S:1:pos:R:3:forces:R:3 method="wB97M-V/def2-TZVPD" total_energy_ha=-5902.22820 smiles="CCCCCCCCCCCCCCCCCCCCOC(=O)NBr.CCOC(=O)OC.CCOC(=O)OC.CCOC(=O)OC.CCOC(=O)OC.CCOC(=O)OC.CCOC(=O)OC" multiplicity=1 orbital_gap_ev=9.74
O -10.485 4.683 -6.719 -0.103 -0.082 0.077
H -12.457 3.888 -8.120 0.089 0.079 0.033
O -11.063 2.336 1.005 0.061 0.074 0.099
H -0.547 -3.448 0.328 0.074 -0.298 0.066
C -0.099 -2.710 0.990 0.355 0.535 0.072
H 5.262 2.351 -11.784 0.011 0.107 0.029
C -5.178 1.836 3.130 0.078 -0.110 0.053
H -11.874 0.685 -0.938 -0.126 -0.013 0.045
O 8.524 -10.012 7.773 0.148 0.037 0.003
H 3.415 -1.866 -6.428 0.014 0.109 0.025
H 2.692 5.761 4.888 0.033 0.027 0.203
C 1.908 4.585 1.732 0.353 0.643 0.184
O 4.056 -1.575 -3.952 -0.128 -0.036 0.077
H 0.031 4.213 -1.958 -0.061 0.162 -0.097
C 3.005 -4.673 2.113 0.372 -0.191 -0.642
C 7.480 -9.173 7.269 -0.209 0.045 -0.059
H -0.297 0.298 -1.576 -0.012 -0.106 -0.097
H 1.839 -4.325 0.298 0.228 -0.440 -0.212
C -0.901 2.045 -0.532 -0.050 -0.076 -0.196
C 2.360 -1.619 -6.544 0.182 -0.240 -0.001
C 5.550 -6.934 4.822 1.174 0.612 -0.484
C -7.781 3.466 1.076 0.298 0.083 -0.011
H 0.081 -1.689 -0.893 0.222 -0.200 -0.197
C 3.017 -2.088 -3.619 -0.085 -0.028 -0.096
C -9.277 5.724 -4.054 -0.212 0.201 -0.172
C 0.628 5.952 4.228 0.270 1.124 0.932
C 12.532 -8.981 8.337 -0.210 0.188 0.086
H 1.835 -2.549 -6.769 -0.112 0.080 -0.019
H 3.296 -8.110 2.637 0.414 -0.046 -0.006
H -3.275 2.590 5.120 -0.073 0.107 -0.024
H -4.130 4.171 3.344 -0.117 -0.139 0.056
H -9.380 6.259 -4.998 0.079 -0.076 -0.040
C 3.046 -7.093 2.928 -0.166 0.354 0.131
C -0.170 -0.152 0.534 -0.096 -0.364 -0.763
C 0.423 -1.529 0.127 -0.951 0.048 0.277
C 2.584 5.576 2.704 -0.218 -0.692 0.109
H 4.650 -2.478 -1.651 -0.012 0.053 -0.159
H 3.449 5.214 0.379 0.149 -0.025 -0.074
O 5.554 -8.013 5.304 -0.447 -1.619 0.666
C 4.091 -3.346 -1.997 0.214 -0.186 0.316
H -2.737 3.772 2.351 -0.098 -0.170 -0.155
O -4.085 2.269 2.499 -0.103 -0.007 -0.109
C -12.251 2.469 0.208 -0.391 -0.027 -0.309
H -13.074 1.778 -1.658 -0.017 0.004 0.043
H 0.757 -0.722 -5.444 -0.051 -0.140 0.213
H 1.508 -1.459 0.095 0.148 -0.220 0.070
H 0.227 8.048 3.740 -0.043 0.214 0.074
C -3.415 3.382 3.110 0.294 0.330 0.232
H -0.914 -2.324 1.601 -0.154 0.006 -0.027
C 5.979 0.776 -7.382 0.129 -0.161 0.234
C 1.669 4.995 -0.778 -0.414 0.137 0.209
H 6.539 1.636 -7.020 0.013 0.028 -0.126
H 0.078 5.472 5.036 -0.091 -0.140 -0.045
H 2.967 3.543 0.168 0.108 -0.062 -0.138
C 2.038 5.353 4.125 -0.886 -0.091 -1.131
H -1.869 0.136 -0.797 -0.048 -0.179 -0.001
H -7.393 3.051 0.146 -0.056 0.090 -0.051
H 1.965 -7.023 2.789 -0.115 -0.155 0.048
H -8.903 3.782 -4.944 -0.134 0.066 -0.149
H 13.598 -8.858 8.145 0.001 -0.057 0.005
H -9.438 3.741 -3.270 -0.273 -0.069 -0.013
O -9.000 2.813 1.435 -0.063 0.036 -0.013
O -10.943 4.022 -4.600 -0.077 -0.112 -0.066
C 0.375 4.171 -0.925 0.300 -0.222 0.145
H 1.746 7.781 4.587 0.001 0.214 0.087
C 4.896 2.079 -8.972 -0.007 -0.076 -0.061
H -1.504 2.476 -1.333 -0.059 -0.081 -0.149
H 4.201 4.131 -10.345 0.125 -0.111 0.078
C 3.278 -6.839 4.423 -1.273 0.117 -0.200
H -14.066 4.041 -7.396 0.026 -0.039 0.179
H 0.948 2.513 0.402 0.226 0.264 0.025
H -0.432 4.603 -0.331 0.013 0.084 0.139
O 2.866 -2.968 -2.624 0.024 0.119 -0.060
H -7.157 -0.584 2.367 0.149 0.054 -0.104
H 2.196 5.032 -1.729 0.200 -0.129 -0.059
H -7.919 4.541 0.983 -0.095 -0.032 -0.096
H 0.629 0.482 0.902 -0.011 0.172 0.227
H 0.050 5.843 3.315 0.070 -0.412 -0.109
H 3.658 5.389 2.677 0.084 0.148 -0.004
H 7.443 -6.481 5.106 0.203 -0.063 -0.175
H 7.504 -9.124 6.185 0.089 0.028 0.021
C 3.670 -6.041 2.014 -0.137 -0.498 -0.335
H 2.486 -6.177 4.758 0.168 0.291 0.228
C 9.742 -9.668 7.352 -0.036 0.014 0.053
H -13.014 5.464 -7.489 0.108 -0.022 -0.058
C -0.858 0.521 -0.667 0.428 0.667 0.187
H 1.909 3.620 2.238 -0.031 -0.228 -0.233
H 6.535 -9.608 7.578 0.109 -0.131 0.080
O 3.695 2.293 -9.514 0.000 0.007 0.136
C 4.207 2.602 -11.884 0.177 -0.236 0.048
Br 7.464 -7.260 2.894 -0.058 -0.066 -0.083
H 0.215 7.719 5.480 0.004 0.124 0.048
H -1.931 2.157 4.079 0.076 0.101 -0.081
H -13.055 2.036 0.801 0.170 -0.027 0.185
C -9.576 4.249 -4.224 0.475 0.125 0.225
H 7.566 -8.174 7.698 0.048 0.018 -0.094
O 1.823 -1.889 -4.176 0.030 0.014 0.163
C 1.682 -4.567 1.348 0.063 1.524 0.776
H 6.579 0.201 -8.086 0.052 0.116 -0.031
H 3.532 -6.401 0.991 0.034 0.018 -0.111
H -7.065 3.274 1.871 -0.175 -0.103 0.107
C 0.922 -3.350 1.938 -0.696 -0.792 -0.189
C -2.624 2.963 4.331 -0.059 -0.278 0.146
H 0.869 4.888 1.610 -0.148 -0.155 0.016
C -6.792 0.165 3.065 -0.234 -0.147 0.023
H 3.680 -3.941 1.666 0.074 0.136 0.097
C -10.024 3.073 0.616 -0.018 -0.130 -0.047
H -2.055 3.805 4.727 0.009 0.020 -0.071
H 0.377 -3.714 2.813 0.073 0.041 0.155
H 1.074 -5.462 1.440 -0.106 -0.142 -0.128
H 1.102 2.173 -1.309 0.117 -0.025 -0.056
O -5.651 2.299 4.137 0.026 0.000 -0.164
N 6.778 -6.312 4.354 -0.311 0.674 0.524
O 5.932 2.595 -9.306 -0.139 -0.026 0.070
C 12.004 -10.212 7.631 0.449 0.112 -0.042
H 12.373 -9.061 9.413 0.097 -0.090 -0.003
C 2.588 4.546 0.353 -0.128 -0.053 0.148
C -12.133 1.732 -1.109 0.297 -0.057 -0.062
H -7.585 0.885 3.258 0.068 0.042 0.062
H 2.260 -0.942 -7.393 -0.029 0.027 0.034
O -10.001 3.833 -0.319 0.041 -0.014 0.093
H 2.334 -0.064 -5.036 0.123 -0.106 0.079
O -12.550 4.052 -6.044 0.093 -0.003 0.006
H -8.261 5.868 -3.687 -0.015 -0.051 0.041
H -9.977 6.174 -3.348 0.079 -0.081 0.113
H 1.927 4.276 4.256 0.384 -0.116 0.255
O -5.661 0.792 2.451 0.045 0.104 0.024
H 12.132 -10.143 6.550 -0.154 0.097 0.000
H 4.749 -6.001 2.149 0.078 0.168 0.190
H 5.719 0.142 -6.537 -0.176 0.024 -0.060
H -6.491 -0.326 3.990 -0.024 0.106 0.049
O 10.629 -10.464 7.952 -0.076 -0.052 -0.060
C 3.666 3.219 -10.610 -0.015 0.251 -0.407
C -13.037 4.385 -7.345 -0.171 0.000 -0.176
H 3.158 -7.759 4.986 0.454 -0.026 0.199
O 4.506 -6.148 4.691 -0.220 0.093 -0.669
C 0.701 7.482 4.538 -0.011 -0.666 -0.364
H 4.699 -3.937 -2.681 0.045 0.107 -0.028
C 1.803 -0.983 -5.290 -0.013 0.270 -0.433
H -11.353 2.161 -1.736 -0.072 0.100 -0.001
H -12.486 3.523 0.059 0.184 0.025 -0.023
O 9.993 -8.785 6.568 -0.014 -0.112 0.081
H 12.019 -8.081 7.999 0.030 -0.035 -0.101
H 2.384 6.591 2.357 0.207 0.152 0.088
H 12.553 -11.091 7.968 -0.219 -0.098 0.055
H 1.379 6.027 -0.556 0.018 0.090 -0.138
O 4.752 1.179 -7.995 -0.016 0.085 -0.062
H 3.835 -3.956 -1.134 -0.185 -0.010 -0.083
H 4.097 3.294 -12.719 -0.050 0.012 0.025
H -0.941 -0.257 1.297 0.219 -0.038 0.318
C 0.490 2.692 -0.568 -0.578 -0.227 -0.011
H 3.674 1.679 -12.116 -0.101 0.080 -0.034
H 2.871 -4.348 3.144 -0.036 -0.167 0.182
H -1.419 2.320 0.391 0.030 0.049 0.142
C -11.245 4.290 -5.870 0.017 0.046 0.071
H 2.619 3.483 -10.747 -0.046 -0.134 0.202
H 1.622 -2.607 2.316 0.126 0.153 -0.150



Entry 2:
170
Properties=species:S:1:pos:R:3:forces:R:3 method="wB97M-V/def2-TZVPD" total_energy_ha=-4472.34315 multiplicity=1 charge=+1 orbital_gap_ev=7.51
H -10.802 -3.649 1.416 -0.021 -0.038 -0.045
F 1.398 -1.620 -2.088 0.134 0.107 0.161
N -5.600 -2.622 -4.719 0.078 0.129 -0.057
H -0.491 2.529 0.937 0.383 -0.085 -0.446
H -4.521 -7.475 0.510 -0.348 -0.397 0.116
H 5.853 10.482 -1.604 -0.007 0.007 0.003
O -0.899 -2.951 -1.637 -0.037 0.130 0.100
H -3.873 -5.559 -3.064 -0.150 -0.018 -0.209
C 4.335 11.123 -5.764 -0.007 -0.037 0.072
H 2.145 8.660 -5.231 -0.040 -0.050 0.033
N 6.138 8.732 -2.730 0.182 -0.152 0.057
O 0.597 -4.931 -1.460 -0.120 -0.184 -0.026
H -2.025 0.351 -1.355 -0.004 -0.056 -0.626
N -0.732 -1.278 3.416 0.111 -0.319 0.021
C -3.927 -6.652 0.152 0.334 0.041 -0.253
H -0.511 -6.345 0.381 0.348 -0.267 0.126
H -3.328 2.739 1.837 -0.521 0.192 0.339
H 5.026 11.565 -5.055 0.026 0.016 0.050
C -7.674 -1.837 -3.671 0.046 -0.192 0.027
H 1.517 4.115 2.441 0.323 -0.509 0.053
C 2.922 -3.372 -1.832 -0.336 0.110 0.137
H 2.732 8.287 -2.430 -0.146 0.032 -0.126
C -8.529 -4.615 1.081 0.061 -0.040 0.084
C -0.455 -11.197 0.374 -0.056 0.033 0.000
H -0.822 -11.163 -0.645 -0.040 0.009 -0.042
H 8.464 6.560 -1.757 -0.039 -0.070 -0.035
C -0.073 -11.034 3.308 -0.200 0.065 -0.001
H 4.514 5.677 -2.040 0.041 -0.062 -0.160
N -9.284 -2.868 2.622 -0.068 0.013 -0.065
O 10.019 9.841 -0.363 -0.083 0.004 -0.038
N -3.951 -5.417 -2.072 0.696 0.085 1.101
C 12.140 9.195 -1.263 -0.058 0.010 0.015
H -2.212 -5.267 6.208 -0.457 0.166 0.018
N -1.280 -10.623 2.612 0.139 0.039 0.066
C -6.494 -2.785 -3.714 -0.222 -0.213 0.000
H -2.380 -0.684 1.327 -0.406 -0.299 0.497
H -1.511 3.107 3.627 -0.505 -0.039 0.448
C 12.945 8.960 1.576 -0.198 0.064 0.042
C -1.648 -4.603 2.534 0.443 -0.304 -0.512
H 0.365 -10.197 3.854 0.020 0.014 -0.022
H 0.791 5.442 1.574 -0.109 0.343 -0.505
H -11.324 -3.175 3.032 0.002 -0.039 0.003
N 2.827 6.109 -0.869 -0.179 -0.093 -0.187
N -0.139 -2.412 1.464 -1.513 -0.186 -1.626
H 3.162 4.530 -2.216 -0.002 0.040 -0.059
C 6.761 7.543 -2.560 -0.066 0.334 0.007
F -1.549 -7.057 5.637 -0.150 -0.495 -0.202
O -4.066 -2.128 3.549 0.265 -0.471 0.274
C -10.674 -2.910 2.198 0.120 0.071 0.110
H 13.406 9.746 2.175 0.024 0.021 -0.024
H -1.768 -3.493 5.109 -0.592 0.216 0.099
H -0.144 -2.968 5.103 0.445 0.528 0.054
C -5.622 -1.645 -5.796 0.079 -0.176 0.114
H -4.993 -1.986 3.751 -0.325 0.398 -0.069
H -2.607 -6.942 1.827 -0.014 0.011 0.631
C 1.046 -4.626 1.373 -0.066 0.236 0.340
H -4.821 -4.951 -1.875 -0.263 0.193 -0.261
O 1.529 7.528 0.307 -0.014 -0.116 -0.037
O 3.747 9.787 -3.869 -0.004 0.022 -0.004
C 2.270 9.528 -7.162 -0.030 -0.093 0.156
C 6.584 10.041 -2.282 -0.128 -0.202 -0.055
H -8.296 -2.108 -2.825 0.002 -0.047 0.042
C 1.739 -2.584 -1.220 -0.336 0.002 -0.587
H 0.659 -11.401 2.599 0.052 -0.026 -0.031
O 6.263 6.506 -2.989 0.165 -0.049 -0.017
H -2.217 -3.930 0.519 -0.529 0.512 0.145
H -4.730 -1.019 -5.774 0.005 0.034 0.043
H -2.236 -7.826 0.429 0.245 -0.564 -0.160
H -2.979 -7.195 -1.667 0.352 -0.321 -0.221
H -7.598 -5.113 0.836 0.071 -0.040 0.005
C -0.423 -1.153 0.706 0.778 -0.303 0.368
H -9.033 -2.220 3.350 -0.002 0.031 0.056
H -4.840 -3.284 -4.697 0.007 -0.005 -0.008
C -1.284 2.995 1.497 0.309 0.077 0.389
H -8.909 -4.131 0.186 -0.099 0.031 -0.111
F 2.139 -2.040 -0.070 0.153 0.030 0.002
C -1.542 -10.663 1.280 0.067 -0.100 0.002
H -0.288 -11.830 4.021 0.008 -0.036 -0.016
O -7.121 -3.464 2.627 0.244 0.284 0.107
H -5.164 -2.582 1.327 -0.187 0.173 -0.128
C -1.834 -0.818 0.410 -0.165 0.228 -0.113
C 1.875 -4.094 2.493 0.667 -2.012 3.146
H 2.443 8.607 -7.719 0.038 0.006 -0.006
C -1.274 -5.793 6.117 -0.154 0.060 -0.072
H -8.267 -1.914 -4.583 0.000 0.016 -0.020
N -0.768 -3.630 3.250 -1.433 -0.039 0.777
C -0.321 -5.082 5.191 -0.042 0.190 0.343
H 0.608 -4.938 5.703 0.624 -0.016 0.170
O -4.446 -3.207 1.448 -0.156 -0.200 -0.560
H 5.258 8.684 -3.226 -0.002 0.160 0.051
H -6.492 -1.006 -5.702 -0.038 0.040 -0.003
C -2.545 -6.850 0.756 -0.249 0.140 -0.030
C 2.000 7.178 -0.766 0.161 0.123 -0.065
H 1.723 -4.905 0.583 0.313 -0.123 -0.274
H 2.866 10.314 -7.609 0.029 0.044 -0.039
H 12.490 8.164 -1.213 0.044 -0.003 0.005
C 0.882 4.983 2.542 -0.178 -0.164 -0.106
C 3.434 5.582 -2.088 0.030 -0.143 0.561
H 3.056 5.674 0.008 0.023 -0.052 0.045
C -1.478 -5.875 0.314 -0.112 -0.026 0.194
C -3.893 -6.704 -1.370 -0.353 0.087 -0.471
C -1.835 0.519 -0.312 -0.200 -0.274 -0.014
C -1.453 -4.514 1.006 -0.092 0.375 0.186
F 2.395 -2.908 2.216 0.469 0.327 0.502
H -2.994 -4.497 4.140 -0.093 -0.168 0.521
C -0.796 -3.720 4.717 0.354 -0.302 -0.172
H -0.096 -5.727 4.364 0.104 -0.363 -0.328
H 0.149 -1.111 -0.192 0.273 -0.260 -0.448
B -3.900 -3.194 2.671 0.022 0.197 0.110
O -0.372 4.636 3.084 -0.096 0.341 0.351
H -1.653 -0.991 3.690 -0.289 -0.249 0.432
H 1.290 7.311 -2.802 0.027 0.021 -0.017
H 1.218 9.797 -7.262 0.003 0.038 0.006
H -0.206 -12.227 0.627 0.044 -0.008 0.014
H -5.664 -2.141 -6.766 -0.046 -0.013 -0.016
H 11.626 9.350 -2.204 -0.044 0.015 -0.033
H 4.899 10.708 -6.600 -0.012 0.011 -0.034
N 2.630 9.363 -5.765 0.017 0.040 -0.060
H -1.514 3.939 1.038 -0.160 0.432 -0.443
C -2.503 2.111 1.547 -0.065 0.038 0.035
O -6.365 -3.690 -2.897 -0.020 0.301 -0.045
C -0.125 -3.762 0.808 1.348 0.318 0.199
H 13.004 9.858 -1.217 0.040 -0.020 0.006
C -3.052 -4.458 3.069 0.078 0.620 -0.017
H 7.949 7.972 -0.818 0.078 0.076 0.006
H -3.776 0.852 0.416 -0.703 -0.314 0.047
H -4.432 -5.762 0.478 -0.144 0.747 0.254
H -0.865 0.982 -0.242 0.468 0.254 -0.075
H 1.360 5.674 3.208 0.201 0.466 0.318
O -2.616 -10.282 0.842 -0.016 0.106 -0.027
H -0.861 -5.900 7.102 0.223 -0.161 0.538
H 0.091 2.664 3.102 0.352 -0.376 0.230
C 11.168 9.492 -0.143 0.086 -0.002 -0.053
O 2.125 -4.678 3.551 -0.639 2.050 -3.423
H 13.584 8.763 0.723 0.049 -0.015 -0.040
H 7.534 9.962 -1.764 0.045 0.036 0.021
H 0.449 -10.593 0.449 0.037 -0.028 0.017
C -0.753 3.315 2.894 0.054 -0.078 -0.323
F 3.188 -4.446 -1.082 0.374 0.210 -0.200
H -2.388 1.385 2.343 0.089 -0.434 0.339
H 12.894 8.054 2.182 0.008 -0.029 -0.025
H -2.045 -10.266 3.162 -0.055 -0.001 0.045
C -8.249 -3.606 2.165 -0.136 -0.105 -0.016
C 8.076 7.571 -1.823 0.007 -0.218 -0.024
H 0.651 -5.536 1.767 -0.246 -0.638 0.059
H 3.089 6.138 -2.949 0.012 -0.003 -0.060
H 10.931 9.572 1.827 -0.040 0.021 0.045
H -2.298 -1.550 -0.218 -0.413 -0.598 -0.108
H 1.142 8.798 -1.845 -0.044 0.016 0.068
H 8.797 8.197 -2.346 0.039 0.068 0.077
N 11.623 9.358 1.128 0.125 -0.057 0.071
F 3.973 -2.550 -1.822 -0.047 -0.425 -0.257
C 1.771 7.939 -2.049 -0.093 0.096 0.131
H -3.130 2.186 -0.470 -0.129 0.341 -0.295
H -3.648 -5.303 2.793 -0.288 -0.642 -0.432
H -1.647 -5.702 -0.730 0.001 0.173 -0.692
C -2.883 1.425 0.257 0.080 0.682 -0.238
C 3.557 10.043 -5.049 -0.074 0.092 -0.290
H -10.990 -1.941 1.812 0.014 -0.005 -0.034
F 2.617 -3.741 -3.071 0.384 0.068 0.292
H 6.708 10.715 -3.131 0.023 0.013 -0.010
H -9.256 -5.354 1.418 -0.019 0.010 -0.047
H -0.030 -0.362 1.309 0.418 0.404 0.414
C -0.584 -2.444 2.706 0.667 0.671 0.304
S 0.178 -3.643 -1.012 0.146 0.081 -0.107
H -4.709 -7.332 -1.698 -0.326 -0.478 -0.142
H 0.036 -0.705 3.691 0.333 0.313 -0.295
H -1.290 -5.576 2.820 0.248 -0.460 0.183
H -7.353 -0.806 -3.559 0.062 0.172 -0.018
H 3.670 11.898 -6.143 -0.001 0.003 -0.041



Number 1: maximum force 1.81 eV/Å, E_HOMO -9.749 eV. Number 2: maximum force 4.04 eV/Å, E_HOMO -9.829 eV.